No. 1
The following is a DFT calculation (ωB97M-V/def2-TZVPD) of C18H32F6GaN2O4S2Si2Te as an isolated structure at a distorted geometry.

Structure (XYZ):
```
68
Properties=species:S:1:pos:R:3:forces:R:3:nbo_charge:R:1
Te -0.96413 1.12692 0.53647 -1.5 0.0 2.2 0.570
Ga 0.61566 0.71468 -1.49980 -0.4 -1.3 3.5 1.224
S 3.06464 1.03301 -2.78969 4.0 -1.6 1.4 2.226
S 1.44851 -0.82797 -3.67293 1.7 -4.2 0.1 2.226
Si -1.02981 0.88769 3.84382 0.4 -0.2 -0.2 1.672
Si -3.97306 0.88512 -0.83804 0.3 0.1 -0.2 1.675
F 4.49699 3.29309 -2.81249 -0.9 -1.3 -0.4 -0.309
F 1.64103 -1.35054 -6.27621 -0.6 0.2 1.4 -0.312
F 2.86585 3.23999 -4.26679 0.6 -0.9 0.8 -0.317
F 4.67912 2.08687 -4.62571 -1.0 -0.1 1.2 -0.312
F 0.05730 0.05543 -5.76502 0.6 -0.9 0.8 -0.316
F -0.20703 -2.07711 -5.36379 1.0 1.0 0.7 -0.310
O 4.20345 0.30691 -2.22112 -1.9 1.5 -1.4 -0.856
O 2.15294 1.61705 -1.80388 2.9 2.5 -1.5 -0.946
O 2.11978 -2.09714 -3.37945 -1.1 2.3 -0.9 -0.857
O 0.31939 -0.51186 -2.79578 -0.8 -1.9 -3.7 -0.950
N 1.58064 -0.58812 -0.48739 0.6 -0.2 0.0 -1.224
N 2.39201 0.38118 -4.06616 -0.7 0.1 1.2 -1.139
C 2.61934 -3.85738 0.98031 0.0 0.6 -0.1 -0.214
C 4.10634 -2.13105 1.78447 -0.5 0.0 -0.4 -0.212
C 0.83682 0.94640 3.86749 0.2 0.1 0.0 -1.134
C -3.21912 1.24661 -2.50822 0.0 0.1 -0.1 -1.138
C 3.80406 2.46389 -3.64480 1.0 2.5 -1.8 0.728
C -1.68372 1.89419 2.40944 -0.5 0.8 0.6 -1.160
C 2.30415 -1.56491 0.27167 -2.7 2.9 -1.9 0.274
C 3.40820 -1.16410 1.04708 0.9 -0.5 0.8 -0.097
C 0.70508 -1.06391 -5.32129 -1.2 0.0 -3.0 0.727
C 3.71392 -3.46819 1.75072 0.1 -0.1 0.1 -0.296
C -2.74577 -0.03432 0.23284 -0.3 -0.6 -0.1 -1.160
C -1.68470 1.61058 5.43490 -0.2 0.2 0.3 -1.124
C -5.48792 -0.18042 -1.06852 -0.3 -0.2 0.0 -1.127
C 1.90181 -2.91307 0.23246 0.4 -1.2 0.6 -0.085
C 0.72458 -3.35802 -0.59079 0.1 0.0 0.0 -0.620
C -1.59510 -0.88703 3.70289 -0.2 -0.2 -0.1 -1.133
C -4.47463 2.48854 -0.02149 -0.1 0.3 0.2 -1.134
C 3.85132 0.27197 1.10013 0.0 0.0 0.0 -0.617
H 3.04992 0.90367 1.49690 0.0 0.1 -0.2 0.205
H 1.23597 0.51256 2.92800 -0.1 0.2 0.5 0.270
H -2.46594 -0.99664 -0.24234 0.0 0.5 0.3 0.258
H -1.21049 -1.46560 4.56754 -0.3 0.2 -0.5 0.238
H 4.96333 -1.84794 2.39203 -0.1 0.1 -0.1 0.185
H 1.21269 0.36121 4.73157 0.0 0.3 -0.5 0.237
H 4.13266 0.62114 0.10132 -0.2 0.1 0.2 0.229
H 0.89490 -3.13774 -1.64965 -0.2 0.1 0.2 0.229
H -5.19851 -1.13280 -1.55816 -0.3 0.4 0.3 0.238
H -1.34845 2.66358 5.52809 -0.3 -0.5 0.1 0.232
H -0.19741 1.81239 -2.35283 -0.1 -0.1 0.5 -0.299
H -4.93171 2.27286 0.96584 0.2 0.3 -0.4 0.228
H -3.20630 -0.27398 1.21223 0.5 0.1 -0.3 0.245
H -2.79215 1.88223 2.41633 0.5 0.1 -0.2 0.239
H -6.22273 0.35456 -1.70436 0.3 -0.4 0.3 0.232
H -2.70377 -0.92218 3.69903 0.5 -0.2 0.0 0.223
H 4.26285 -4.20929 2.32663 0.0 0.1 0.0 0.186
H -3.96125 1.77582 -3.14036 0.4 -0.3 0.2 0.231
H 2.32937 -4.90584 0.96760 -0.1 0.1 -0.1 0.184
H -5.94158 -0.39569 -0.07939 0.1 0.0 -0.6 0.230
H -2.92990 0.29345 -2.99643 0.0 0.6 0.1 0.240
H -2.79348 1.57542 5.42737 0.5 0.1 0.2 0.229
H -2.32128 1.88522 -2.38212 -0.5 -0.4 -0.2 0.265
H 4.72311 0.39909 1.75076 -0.1 -0.2 0.0 0.187
H -5.21208 3.01308 -0.66277 0.3 -0.2 0.4 0.233
H 1.17155 1.99990 3.96031 0.0 -0.5 0.0 0.228
H -1.30144 1.02211 6.29358 -0.3 0.4 -0.3 0.234
H -1.36647 2.95262 2.50565 -0.2 -0.5 -0.1 0.244
H -3.58249 3.13306 0.11540 -0.5 -0.3 0.0 0.249
H 0.55766 -4.43679 -0.50189 0.1 0.0 0.1 0.187
H -1.20667 -1.32927 2.76280 -0.2 0.1 0.5 0.261
H -0.18783 -2.85521 -0.25406 0.0 0.1 -0.2 0.203
```
Positions in Å, forces in eV/Å.

Total energy in eV: -143753.448
Highest occupied orbital energy (alpha / beta) in hartree: -0.1019 / -0.1020
Molar mass in g/mol: 772.1
Net charge: -1
Gap between HOMO and LUMO (alpha / beta) in Ha: 0.1769 / 0.1770

***

No. 2
The following is a DFT calculation (ωB97M-V/def2-TZVPD) of a 2-piece molecular cluster, C2H3ClFNO2 overall at a distorted geometry.

Structure (XYZ):
```
10
Properties=species:S:1:pos:R:3:forces:R:3:nbo_charge:R:1
Cl 1.53439 2.59185 -0.72841 0.3 0.7 -0.7 0.024
F 1.56995 0.85543 0.98879 0.1 -0.8 -0.2 -0.329
O -1.53125 1.55928 0.29107 -1.0 -1.3 2.4 -0.283
O -2.33103 0.52386 2.05062 -2.0 0.0 -3.3 -0.536
N -1.37632 1.28798 1.44370 1.9 1.3 -0.9 0.335
C 1.11578 -0.04411 -1.13426 0.9 3.2 -1.9 -0.520
C 1.44871 0.94249 -0.35041 -0.4 1.2 1.4 0.349
H 0.98998 -0.90856 -0.62383 -0.5 -3.1 0.5 0.229
H 1.09593 0.27417 -2.19745 -0.4 -1.2 0.8 0.246
H -2.04485 0.32583 2.91405 1.1 0.0 1.8 0.484
```
Positions in Å, forces in eV/Å.

Total energy in eV: -22943.540
Highest occupied orbital energy in hartree: -0.3629
SMILES string: C=C(F)Cl.O=NO
Molar mass in g/mol: 127.5
Net charge: 0
Energy relative to the best compared isomer or geometry (same formula, charge and spin) in kJ/mol: 259.15
Gap between HOMO and LUMO in Ha: 0.3729

***

No. 3
The following is a DFT calculation (ωB97M-V/def2-TZVPD) of C24H22GaN5SSe2 as an isolated structure.

Structure (XYZ):
```
55
Properties=species:S:1:pos:R:3:forces:R:3:nbo_charge:R:1
Se 1.77490 -3.42704 -2.29424 0.0 0.0 -0.1 0.312
Se 1.05237 -3.60410 -0.12094 -0.1 -0.1 0.2 0.332
Ga 0.01937 -0.90711 -0.01208 0.1 0.2 0.1 1.476
S -0.41375 -1.38271 2.15975 0.1 -0.1 0.0 -0.230
N 2.19555 -1.16236 0.35478 0.0 0.0 0.1 -0.575
N -4.17411 -1.21338 -0.10329 -0.1 0.0 0.0 -0.484
N 0.11222 -1.06205 -2.11248 0.0 0.1 0.0 -0.623
N 0.31086 1.07877 0.46358 0.1 0.1 -0.1 -0.639
N -2.03487 -1.10698 -0.46312 -0.1 0.0 0.1 -0.633
C -0.19565 1.36553 1.72377 0.1 0.1 0.0 0.107
C 3.08051 -0.27964 0.82596 0.0 -0.1 0.0 0.083
C -3.80851 -2.46232 -0.55357 -0.1 0.1 0.0 -0.040
C -1.12947 0.63885 3.81704 0.0 0.0 0.1 -0.212
C -0.28433 2.70038 2.17603 0.0 0.0 -0.1 -0.098
C -1.25657 1.97235 4.24453 0.0 0.0 0.0 -0.172
C 0.82978 3.38913 0.16183 0.0 0.1 -0.1 -0.225
C -0.83415 2.99230 3.44184 0.0 0.0 0.0 -0.171
C 2.39813 -2.45654 0.62111 0.0 0.0 0.0 0.049
C 1.67584 1.73765 -1.49371 -0.2 -0.1 0.0 -0.673
C 0.87800 2.04871 -0.25970 0.0 -0.1 0.2 0.288
C 4.17801 -0.66479 1.57714 0.0 0.0 0.0 -0.222
C 3.45196 -2.93582 1.36454 0.1 0.0 0.0 -0.231
C 0.22303 3.71453 1.33672 0.0 0.1 0.1 -0.068
C 0.73683 -1.93446 -2.90701 0.0 0.0 0.1 0.077
C -0.10456 -0.86618 -4.87474 0.0 -0.1 -0.1 -0.085
C -0.79377 0.01891 -4.05443 0.0 0.1 0.0 -0.237
C -3.15090 1.02073 0.33191 -0.1 -0.1 0.0 -0.660
C -3.09228 -0.41542 -0.05781 -0.1 -0.2 0.0 0.425
C -2.48020 -2.38577 -0.78117 0.1 0.2 0.0 -0.090
C 0.65470 -1.85850 -4.29351 0.0 0.0 -0.1 -0.263
C -0.60708 0.31621 2.58550 0.0 -0.1 -0.1 -0.092
C -0.66524 -0.11848 -2.69848 0.2 0.0 0.0 0.071
C 4.36162 -2.00681 1.85969 0.0 -0.1 0.0 -0.098
H -1.19215 0.54480 -2.02982 0.0 0.1 0.0 0.223
H -1.67140 2.18020 5.22217 0.0 0.0 0.0 0.246
H 2.89903 0.76193 0.59855 0.0 -0.1 0.1 0.213
H -4.51341 -3.26670 -0.67867 0.0 0.1 0.0 0.255
H -0.18192 -0.79856 -5.95261 0.0 0.0 0.0 0.256
H 3.56584 -3.99532 1.54402 0.0 0.0 0.0 0.259
H -3.62722 1.14366 1.30563 0.0 0.0 0.0 0.258
H -3.72622 1.59263 -0.39880 0.0 0.0 0.0 0.252
H -2.15409 1.44098 0.38854 0.0 0.0 -0.1 0.233
H 0.16859 4.74679 1.66523 0.0 0.0 0.0 0.246
H -1.42091 0.79852 -4.46450 0.0 0.0 0.0 0.255
H 1.10387 1.92765 -2.40096 0.0 0.0 -0.1 0.252
H 4.87123 0.08284 1.93880 0.0 0.0 0.0 0.255
H 2.02885 0.71098 -1.50462 0.0 -0.1 -0.1 0.233
H -0.89494 4.02510 3.76292 0.0 0.0 0.0 0.238
H -1.43819 -0.16435 4.47557 0.0 0.0 0.0 0.243
H 5.20602 -2.33484 2.45278 0.0 0.0 0.0 0.255
H 1.16224 -2.59910 -4.89835 0.0 0.0 0.0 0.256
H 1.29172 4.14623 -0.45858 0.0 0.0 0.0 0.240
H 2.54322 2.39562 -1.53099 0.0 0.0 0.0 0.259
H -5.10816 -0.93448 0.15288 0.0 0.0 0.0 0.444
H -1.82026 -3.14821 -1.15464 0.0 0.0 0.0 0.230
```
Positions in Å, forces in eV/Å.

Total energy in eV: -226589.645
Highest occupied orbital energy in hartree: -0.4883
Molar mass in g/mol: 640.2
Net charge: +2
Energy relative to the best compared isomer or geometry (same formula, charge and spin) in kJ/mol: 4.74
Gap between HOMO and LUMO in Ha: 0.2668

***

No. 4
The following is a DFT calculation (ωB97M-V/def2-TZVPD) of C27H12F15GeLiS as an isolated structure at a distorted geometry.

Structure (XYZ):
```
57
Properties=species:S:1:pos:R:3:forces:R:3:nbo_charge:R:1
Ge 1.17295 -0.19132 1.32750 -0.1 -0.2 -0.2 1.369
S 2.12873 0.24318 -0.52312 0.9 0.0 0.3 -0.949
F -1.91046 -1.41653 1.84136 0.7 -0.3 0.0 -0.307
F -4.11707 -0.47820 1.03561 -0.2 0.6 0.4 -0.284
F 0.28172 -6.22411 1.83504 -0.2 -0.3 -0.1 -0.272
F 3.74298 1.37092 2.13179 -0.4 0.1 1.6 -0.311
F 2.88116 1.80360 6.79519 -0.3 -0.3 -0.4 -0.285
F 4.51217 2.35446 4.60578 -0.3 0.1 0.4 -0.278
F 2.45349 -2.36750 3.27523 0.1 -0.3 -0.2 -0.315
F -2.17368 3.82477 0.55389 0.0 -0.7 -0.2 -0.291
F 2.01934 -5.01806 3.40379 0.5 -0.2 0.4 -0.289
F 0.32810 2.64198 0.82302 -0.7 0.2 -0.1 -0.302
F -4.35524 2.25926 0.42333 0.6 -0.4 0.2 -0.289
F -0.43215 -2.24862 -0.40127 -0.9 1.1 -1.4 -0.315
F -0.15720 -0.46017 4.00654 -0.1 -0.4 0.1 -0.302
F -0.87822 -4.74792 -0.20078 -0.8 -0.7 -0.6 -0.288
F 0.62632 0.34893 6.44114 -0.4 0.1 0.6 -0.286
C 2.52025 1.39791 5.56602 0.8 0.8 0.0 0.295
C -3.17359 1.69181 0.75406 -1.3 0.7 0.1 0.288
C 0.54500 -4.94834 1.63208 1.1 0.0 0.4 0.299
C -3.10272 0.38531 1.17723 0.1 -0.4 -1.3 0.248
C 0.72964 1.20206 -3.91276 -0.7 1.2 0.3 -0.033
C -2.04621 2.49094 0.72779 0.5 1.0 -0.2 0.236
C -2.77786 2.59256 -3.33789 0.0 1.5 0.2 -0.639
C 1.34373 0.68405 5.37830 0.3 -0.3 0.9 0.242
C 2.96710 1.19253 3.25384 0.3 0.3 -1.2 0.412
C 0.25230 -2.87741 0.51388 0.9 0.1 1.3 0.409
C -0.68362 0.58019 1.33801 0.1 -0.2 -1.0 -0.561
C -0.35133 2.07776 -3.64384 0.4 0.4 -0.7 -0.285
C 1.50052 -4.31190 2.40572 -0.5 -0.6 1.1 0.238
C -0.02305 -4.21882 0.64927 -0.4 0.4 -0.8 0.240
C 1.09542 -2.17783 1.35184 -0.3 -0.2 0.8 -0.544
C -1.07108 -2.13191 -3.37175 -2.4 2.0 0.2 -0.623
C -1.88005 0.28942 -3.47224 -1.0 -1.7 0.8 -0.227
C 0.98574 0.20163 4.15219 0.9 1.1 -0.7 0.404
C 1.79234 0.50028 3.06207 -0.3 -0.7 -0.2 -0.566
C 2.04110 1.90046 -4.30309 -1.7 -1.1 -0.9 -0.625
C -1.65216 1.64128 -3.50422 -0.1 0.2 0.6 -0.010
C -0.82952 -0.61878 -3.50361 0.1 -1.1 -0.5 -0.012
C -0.80631 1.91533 0.90142 0.4 -0.9 1.1 0.371
C 3.34651 1.72593 4.48953 -0.3 -1.1 -0.8 0.258
C 1.70008 -2.96339 2.33034 0.1 1.1 -0.3 0.400
C 0.46851 -0.16685 -3.76633 0.5 0.8 -0.2 -0.247
C -1.85335 -0.14759 1.43872 -0.1 0.3 0.5 0.417
Li 0.45058 0.80556 -1.64375 -0.9 0.2 -0.5 0.892
H -3.68942 2.19001 -3.73247 -0.5 -0.2 -0.2 0.228
H -2.90396 -0.12937 -3.29759 0.9 0.6 -0.3 0.223
H 1.96824 2.89277 -3.88903 0.5 0.4 -0.1 0.224
H -2.97017 2.96017 -2.32189 0.1 -0.7 0.2 0.234
H -0.24867 3.16637 -3.67912 0.5 -0.3 0.0 0.221
H -0.42056 -2.51240 -2.64590 0.7 -0.8 1.0 0.234
H 1.31256 -0.83426 -3.85934 -0.1 -0.4 0.0 0.229
H 2.12414 1.90325 -5.41580 -0.1 0.3 0.8 0.230
H 2.86412 1.35001 -3.93702 1.1 -0.4 0.6 0.230
H -2.57648 3.54921 -3.82837 0.0 -0.2 -0.4 0.224
H -0.91408 -2.59579 -4.29733 0.5 -0.7 -1.4 0.222
H -2.15661 -2.34687 -3.13300 1.3 0.3 0.1 0.216
```
Positions in Å, forces in eV/Å.

Total energy in eV: -136511.042
Highest occupied orbital energy in hartree: -0.3130
Molar mass in g/mol: 733.0
Net charge: 0
Gap between HOMO and LUMO in Ha: 0.3110

***

No. 5
The following is a DFT calculation (ωB97M-V/def2-TZVPD) of a 2-piece molecular cluster, C28H32BNO4 overall at a distorted geometry.

Structure (XYZ):
```
66
Properties=species:S:1:pos:R:3:forces:R:3:nbo_charge:R:1
O -3.54246 3.05018 -2.58120 -1.2 -2.5 0.0 -0.491
O -1.55452 3.21717 3.67234 -2.5 2.6 1.2 -0.691
O -1.79367 1.39699 -0.77456 -0.4 -1.8 -2.7 -0.638
O -3.04334 1.18837 3.09173 -1.7 0.5 0.0 -0.923
N 2.82409 1.57214 1.66088 0.1 -0.1 0.7 -0.367
C 2.81109 0.35559 2.35648 -0.1 0.3 -1.0 0.217
C 0.71565 -1.06304 -1.35980 0.4 0.5 0.0 0.094
C 2.45810 -2.55240 -2.11123 0.2 0.4 0.2 -0.142
C 0.12263 -0.16710 -0.23284 4.0 -1.1 0.1 -0.424
C 0.07571 -1.19850 -2.60593 0.6 -0.3 0.7 -0.262
C 1.24040 0.31092 0.66762 1.2 0.9 0.5 -0.090
C 0.58447 -2.12280 -3.52545 -0.1 0.3 -0.1 -0.202
C -4.04261 0.71094 -2.89828 3.0 0.5 0.8 -0.214
C -4.32058 2.09980 -2.41463 0.1 2.1 0.7 0.527
C 1.99818 -1.63175 -1.19454 -0.6 0.3 0.2 -0.258
C 3.67696 2.69939 1.97418 0.1 0.3 0.1 -0.404
C -2.88009 -0.58259 2.13313 1.3 -0.2 -1.7 -0.121
C -2.77895 -0.72950 -0.39652 1.2 -2.8 1.3 -0.562
C 1.75404 -2.84145 -3.27169 -0.7 0.4 0.6 -0.043
C 2.26402 -3.90904 -4.14806 0.2 -0.5 -0.3 -0.626
C -0.77331 -1.03175 0.82524 0.0 -0.2 0.3 -0.372
C 3.66444 -0.10406 3.35447 0.2 -0.5 0.2 -0.248
C 1.89481 1.55724 0.65018 -0.3 -2.1 0.2 0.216
C -2.11096 0.19684 -1.31946 -3.8 4.8 -0.4 0.676
C -0.55190 2.31127 3.39928 1.3 -3.3 -1.6 -0.469
C 1.84887 -1.84089 2.02263 0.4 -0.2 0.7 -0.206
C 1.86210 -0.47581 1.71225 0.5 0.6 -0.1 -0.126
C -5.64548 2.33267 -1.70330 0.1 0.1 -0.5 -0.717
C 3.60973 -1.46840 3.67617 -0.1 0.8 0.0 -0.219
C -2.17647 -0.68847 0.95089 -1.2 -0.3 0.5 -0.194
C -2.83868 0.08937 -2.63808 -1.8 0.6 -1.6 -0.270
C 2.72164 -2.31923 3.00354 -0.5 0.2 -0.3 -0.234
C 1.82820 2.66118 -0.33882 -0.4 0.3 0.1 -0.658
B -2.10049 2.00023 3.34980 2.5 -0.4 -0.4 1.052
H 4.34356 2.42573 2.79335 -0.1 0.0 -0.2 0.218
H -4.81191 0.23151 -3.48067 0.2 0.0 -0.6 0.237
H -2.60888 -0.71554 -3.35919 -0.1 -0.2 1.3 0.248
H -6.42982 1.65980 -2.08198 0.2 0.2 0.1 0.217
H 3.33521 -3.80161 -4.29028 0.1 0.0 -0.2 0.221
H -0.34452 -0.98842 1.83729 0.1 0.2 -0.7 0.261
H -0.64613 -2.08128 0.46835 0.0 0.5 -0.1 0.211
H 2.12078 -4.88217 -3.68562 -0.1 -0.2 0.1 0.223
H 3.40861 -3.02728 -1.90684 0.1 -0.1 -0.2 0.204
H -2.36345 -0.90506 3.01412 -0.3 -0.1 0.4 0.216
H -0.07191 2.41866 2.40809 0.3 0.3 0.7 0.139
H 0.03475 0.76860 -0.82532 -0.2 -0.9 0.4 0.261
H 1.27447 2.33117 -1.22412 0.1 0.2 0.1 0.222
H 0.04236 1.84961 4.20077 0.1 0.8 -0.1 0.165
H 4.37607 0.57247 3.83227 -0.2 -0.3 -0.1 0.213
H 2.64863 -1.29237 -0.36984 -0.6 -0.6 -0.5 0.243
H -3.94589 -0.52323 2.06954 -0.3 -0.1 0.4 0.207
H 2.82839 2.98951 -0.65695 -0.3 -0.2 0.1 0.232
H 2.68779 -3.36895 3.26655 0.1 0.0 0.0 0.213
H 1.30431 3.52625 0.08995 0.1 0.0 -0.2 0.241
H -0.75766 -0.53730 -2.89266 0.7 -0.7 0.2 0.200
H 4.25967 -1.87265 4.45316 -0.2 0.2 -0.2 0.216
H 1.19680 -2.52729 1.48898 0.2 0.1 0.2 0.215
H 3.11395 3.59138 2.28316 -0.1 -0.3 0.0 0.214
H -3.85352 -0.55150 -0.37071 -0.1 0.4 -0.4 0.287
H -5.48611 2.11127 -0.63885 -0.1 0.2 -0.1 0.254
H -2.61957 -1.72749 -0.86305 -0.4 0.0 0.2 0.210
H -1.00732 1.07271 -0.23239 -1.5 1.1 1.1 0.530
H 1.76015 -3.91736 -5.10094 -0.1 0.0 -0.4 0.215
H -5.92599 3.38996 -1.85909 0.1 -0.6 0.3 0.250
H 0.04894 -2.23496 -4.46433 0.2 -0.1 0.0 0.207
H 4.28661 2.99231 1.11085 0.0 -0.2 0.1 0.200
```
Positions in Å, forces in eV/Å.

Total energy in eV: -39902.883
Highest occupied orbital energy in hartree: -0.2311
Molar mass in g/mol: 457.4
Net charge: 0
Energy relative to the best compared isomer or geometry (same formula, charge and spin) in kJ/mol: 298.49
Gap between HOMO and LUMO in Ha: 0.1294